# 1
Molecular formula: C20H27ClCrN4O5
Method: DFT, the ωB97M-V functional and the def2-TZVPD basis

Spin multiplicity ... 5
Orbital gap (spin up / spin down) ... 7.118 / 7.553 eV
Energy relative to the best compared isomer or geometry (same formula, charge and spin) ... 211.4 kJ/mol
DFT total energy ... -2877.95072 hartree

Atoms and positions in Å:
Cr  -0.15  0.13  -0.18
O  -1.40  1.33  2.95
Cl  -1.89  1.71  1.68
O  -3.18  2.31  1.75
O  -0.95  2.56  0.99
O  -2.01  0.48  0.83
N  -0.54  -2.06  1.71
C  -1.44  -3.17  1.99
C  -1.97  -3.71  0.66
C  -2.84  -2.65  -0.05
C  -2.45  -2.41  -1.50
N  -1.12  -1.75  -1.57
H  0.43  -2.35  1.64
H  -0.56  -1.33  2.41
H  -2.28  -2.78  2.58
H  -0.98  -3.96  2.59
H  -2.51  -4.65  0.79
H  -1.09  -3.95  0.06
H  -2.72  -1.69  0.46
H  -3.90  -2.92  0.02
H  -3.17  -1.74  -1.97
H  -2.46  -3.34  -2.07
H  -0.86  -1.58  -2.53
H  -0.42  -2.38  -1.20
C  2.75  -0.30  -3.49
C  1.90  0.37  -2.45
O  1.31  -0.31  -1.62
N  1.84  1.71  -2.51
C  1.03  2.55  -1.63
C  -0.43  2.57  -2.03
C  -1.02  3.68  -2.60
C  -2.37  3.63  -2.91
C  -3.08  2.48  -2.65
C  -2.41  1.41  -2.07
N  -1.12  1.44  -1.79
H  3.08  -1.26  -3.11
H  3.62  0.30  -3.77
H  2.15  -0.47  -4.38
H  2.34  2.16  -3.26
H  1.44  3.56  -1.67
H  1.14  2.21  -0.60
H  -0.44  4.58  -2.76
H  -2.87  4.49  -3.34
H  -4.14  2.40  -2.85
H  -2.93  0.50  -1.80
C  1.38  0.15  1.23
C  2.32  0.17  2.00
C  3.43  0.20  2.90
C  3.29  0.74  4.19
C  4.36  0.77  5.06
C  5.60  0.27  4.68
C  5.75  -0.27  3.41
C  4.68  -0.30  2.53
H  2.32  1.13  4.48
H  4.23  1.19  6.05
H  6.43  0.29  5.36
H  6.71  -0.66  3.10
H  4.80  -0.72  1.53

***

# 2
Molecular formula: C20H27ClNO2PRe
Method: DFT, the ωB97M-V functional and the def2-TZVPD basis

Spin multiplicity ... 4
Orbital gap (spin up / spin down) ... 6.429 / 3.860 eV
Total charge ... +2
DFT total energy ... -1862.66778 hartree

Atoms and positions in Å:
C  -2.79  0.35  -3.98
C  -2.57  -0.86  -3.33
C  -1.81  -0.94  -2.15
C  -1.27  0.25  -1.64
C  -1.49  1.49  -2.29
C  -2.28  1.54  -3.44
C  -1.63  -2.24  -1.44
C  -0.20  -2.77  -1.23
N  0.85  -1.71  -1.08
Re  0.07  0.13  -0.01
C  -0.80  2.70  -1.72
P  0.80  2.01  -0.96
H  -3.00  -1.79  -3.73
H  -2.45  2.50  -3.92
H  -3.36  0.38  -4.91
H  -1.35  3.18  -0.90
H  -0.54  3.45  -2.47
H  -2.11  -2.20  -0.44
H  -2.15  -3.02  -2.01
H  -0.18  -3.38  -0.32
C  1.51  3.41  -0.03
C  1.82  2.10  -2.49
H  0.12  -3.39  -2.07
C  1.39  -1.34  -2.40
C  1.96  -2.24  -0.24
H  -0.45  1.33  0.96
H  1.84  -2.24  -2.85
H  0.59  -0.96  -3.05
H  2.16  -0.57  -2.28
H  2.54  -2.96  -0.84
H  2.58  -1.41  0.10
H  1.53  -2.75  0.63
H  1.85  3.15  -2.84
H  2.84  1.77  -2.27
H  1.40  1.48  -3.29
H  1.65  4.29  -0.68
H  0.86  3.67  0.81
H  2.49  3.10  0.36
H  1.20  0.68  1.06
Cl  0.86  1.29  7.53
C  0.39  0.47  6.10
C  -0.04  -0.87  6.16
C  -0.42  -1.52  4.99
C  -0.37  -0.86  3.75
C  0.06  0.47  3.71
C  0.44  1.14  4.87
C  -0.76  -1.66  2.53
O  -1.11  -2.83  2.65
O  -0.72  -1.05  1.35
H  -0.08  -1.38  7.12
H  -0.76  -2.56  5.01
H  0.12  0.99  2.76
H  0.78  2.17  4.82

***

# 3
Molecular formula: C20H27FN3O4S4Yb
Method: DFT, the ωB97M-V functional and the def2-TZVPD basis

Spin multiplicity ... 2
Orbital gap (spin up / spin down) ... 4.937 / 4.945 eV
Energy relative to the best compared isomer or geometry (same formula, charge and spin) ... 0.0 kJ/mol
DFT total energy ... -4094.92271 hartree

Atoms and positions in Å:
Yb  -3.84  -0.41  -0.13
C  3.22  -3.07  0.99
C  2.36  -2.12  1.81
N  1.26  -1.57  1.04
C  -0.04  -2.08  1.30
C  -1.07  -1.74  0.35
C  -2.25  -2.70  0.28
O  -2.08  -3.83  -0.12
O  -3.39  -2.19  0.69
C  -1.02  -0.55  -0.29
O  -2.01  -0.03  -1.00
C  0.25  0.18  -0.28
C  0.35  1.39  -0.92
C  1.56  2.06  -0.96
F  1.63  3.29  -1.55
C  2.69  1.52  -0.40
C  2.60  0.29  0.24
C  1.39  -0.38  0.36
N  3.96  2.17  -0.44
C  4.45  2.70  0.83
C  5.99  2.59  0.81
N  6.38  2.29  -0.61
C  5.78  3.32  -1.53
C  4.25  3.10  -1.52
H  4.01  -3.50  1.61
H  3.68  -2.56  0.14
H  2.61  -3.88  0.59
H  2.95  -1.31  2.23
H  1.93  -2.64  2.67
H  -0.01  -3.14  1.57
H  -0.53  1.81  -1.39
H  3.51  -0.15  0.63
H  4.04  2.11  1.65
H  4.15  3.74  0.98
H  6.36  1.77  1.42
H  6.49  3.51  1.10
H  5.88  1.41  -0.83
H  7.38  2.17  -0.73
H  6.22  3.19  -2.52
H  6.08  4.29  -1.14
H  3.91  2.67  -2.46
H  3.76  4.07  -1.40
S  -4.19  1.67  1.38
S  -3.51  0.33  2.79
S  -1.37  0.48  2.73
S  -0.65  -1.37  3.11
C  -6.71  -1.09  0.50
C  -6.47  -1.11  -1.02
C  -7.69  -0.58  -1.75
C  -6.20  -2.54  -1.49
O  -5.35  -0.28  -1.34
H  -7.58  -1.70  0.73
H  -6.88  -0.07  0.84
H  -5.87  -1.51  1.07
H  -8.57  -1.21  -1.56
H  -7.50  -0.56  -2.82
H  -7.91  0.44  -1.42
H  -7.04  -3.19  -1.26
H  -5.32  -2.97  -1.00
H  -6.03  -2.54  -2.57

***

# 4
Molecular formula: C20H27N2O6OsP2S3
Method: DFT, the ωB97M-V functional and the def2-TZVPD basis

Orbital gap (spin up / spin down) ... 5.305 / 5.427 eV
Total charge ... +1
DFT total energy ... -3306.41737 hartree

Atoms and positions in Å:
Os  -0.35  0.59  0.13
O  -0.66  -2.36  -1.99
S  0.41  -2.36  -1.00
O  1.67  -2.90  -1.52
O  0.59  -1.17  -0.19
C  -0.11  -3.65  0.16
C  0.52  -4.91  0.05
C  0.19  -5.96  0.90
C  -0.78  -5.78  1.88
C  -1.41  -4.54  2.00
C  -1.09  -3.47  1.14
S  -1.98  -1.92  1.41
O  -2.57  -2.11  2.74
O  -2.98  -1.93  0.34
O  -0.96  -0.88  1.38
H  1.28  -5.05  -0.72
H  0.70  -6.92  0.79
H  -1.04  -6.59  2.55
H  -2.17  -4.41  2.76
C  3.00  -1.17  -1.68
P  1.65  0.21  -1.25
C  2.69  0.81  0.03
C  0.91  0.50  -2.59
C  1.10  -0.18  -3.80
C  0.55  0.31  -4.99
C  -0.22  1.47  -4.97
C  -0.43  2.15  -3.78
C  0.15  1.69  -2.59
P  0.21  2.50  -1.27
C  0.29  4.30  -1.70
C  -1.84  3.12  -0.55
H  3.65  -0.55  -2.32
H  2.63  -2.06  -2.25
H  3.60  -1.59  -0.84
H  3.60  1.12  -0.52
H  2.98  0.23  0.93
H  2.16  1.72  0.36
H  1.66  -1.10  -3.89
H  0.71  -0.22  -5.92
H  -0.65  1.84  -5.89
H  -1.04  3.04  -3.81
H  -0.40  4.65  -2.50
H  1.32  4.27  -2.09
H  0.24  5.04  -0.87
H  -2.35  3.76  -1.32
H  -1.83  3.67  0.42
H  -2.48  2.21  -0.42
C  -0.87  3.50  2.98
N  -0.78  2.15  3.47
C  -0.10  1.77  4.60
C  -0.23  0.44  4.77
N  -1.00  -0.05  3.75
C  -1.37  1.00  2.89
S  -2.30  0.85  1.54
H  -0.31  4.19  3.62
H  -1.92  3.81  2.94
H  -0.45  3.54  1.96
H  0.44  2.47  5.22
H  0.17  -0.19  5.54
H  -1.27  -1.01  3.61
H  -1.11  2.13  0.35

***

# 5
Molecular formula: C20H27N3PmS2
Method: DFT, the ωB97M-V functional and the def2-TZVPD basis

Spin multiplicity ... 5
Orbital gap (spin up / spin down) ... 5.575 / 5.707 eV
Total charge ... -1
DFT total energy ... -2347.34972 hartree

Atoms and positions in Å:
Pm  1.11  0.25  -0.57
C  -1.61  0.11  0.96
N  -1.40  -0.10  -0.49
C  -2.01  -1.35  -1.07
C  -1.07  -2.18  -1.93
N  0.18  -2.55  -1.23
C  1.27  -3.02  -2.15
C  0.15  -3.40  -0.08
C  -0.50  -4.63  -0.15
C  -0.66  -5.43  0.97
C  -0.09  -5.01  2.18
C  0.64  -3.84  2.24
C  0.78  -2.98  1.12
S  1.62  -1.52  1.55
C  -1.59  1.13  -1.26
C  -2.50  2.08  -0.78
C  -2.72  3.31  -1.38
C  -2.05  3.59  -2.58
C  -1.16  2.66  -3.09
C  -0.89  1.43  -2.47
S  0.42  0.57  -3.21
H  -2.66  0.07  1.23
H  -1.16  1.05  1.26
H  -1.05  -0.63  1.52
H  -2.85  -0.99  -1.69
H  -2.42  -1.90  -0.22
H  -0.81  -1.59  -2.81
H  -1.62  -3.08  -2.22
H  2.19  -3.01  -1.57
H  1.37  -2.31  -2.99
H  1.05  -4.00  -2.57
H  -0.90  -4.90  -1.16
H  -1.31  -6.29  0.94
H  -0.25  -5.56  3.09
H  1.09  -3.51  3.18
H  -3.17  1.75  0.04
H  -3.42  4.03  -0.97
H  -2.27  4.49  -3.16
H  -0.68  2.87  -4.04
C  2.24  4.36  0.94
C  1.99  2.93  1.50
C  3.40  2.42  1.98
C  1.16  2.92  2.79
N  1.35  2.07  0.57
H  2.76  5.01  1.63
H  1.26  4.80  0.67
H  2.81  4.28  0.02
H  3.85  3.09  2.71
H  4.03  2.37  1.08
H  3.31  1.39  2.35
H  1.50  3.64  3.56
H  1.18  1.93  3.24
H  0.09  3.20  2.52

***

# 6
Molecular formula: C20H27N5O3
Method: DFT, the ωB97M-V functional and the def2-TZVPD basis

Orbital gap ... 9.103 eV
Energy relative to the best compared isomer or geometry (same formula, charge and spin) ... 229.5 kJ/mol
DFT total energy ... -1277.84640 hartree
Structure (SMILES) ... COc1ccccc1CN1CCNC(=O)[C@H]1CC(=O)NCc1cn(C)nc1C

Atoms and positions in Å:
C  2.29  -2.31  -4.56
H  3.18  -2.88  -4.28
O  1.41  -2.15  -3.48
C  1.87  -1.51  -2.35
C  3.14  -0.96  -2.24
C  3.53  -0.33  -1.06
C  2.67  -0.29  0.02
C  1.41  -0.86  -0.08
C  0.98  -1.45  -1.26
C  -0.43  -1.97  -1.40
N  -1.39  -0.97  -1.85
C  -1.08  -0.38  -3.13
C  -2.30  0.39  -3.60
N  -2.56  1.44  -2.64
C  -2.25  1.35  -1.34
O  -2.43  2.28  -0.57
C  -1.69  0.03  -0.83
C  -2.73  -0.55  0.17
C  -2.28  -0.35  1.62
O  -2.02  -1.28  2.36
N  -2.22  0.95  1.97
H  -2.34  1.65  1.24
C  -1.66  1.35  3.24
C  -0.18  1.16  3.25
C  0.54  0.17  3.90
N  1.83  0.34  3.57
N  2.00  1.37  2.75
C  0.80  1.88  2.53
C  0.59  3.06  1.64
H  1.53  3.33  1.18
H  -0.14  2.83  0.87
H  0.22  3.90  2.22
C  2.95  -0.47  3.97
H  2.94  -1.43  3.45
H  3.86  0.07  3.72
H  2.92  -0.65  5.05
H  0.20  -0.62  4.54
H  -2.10  0.73  4.03
H  -1.92  2.40  3.41
H  -2.84  -1.62  -0.02
H  -3.70  -0.08  0.03
H  -0.77  0.31  -0.27
H  -2.97  2.31  -2.95
H  -2.12  0.84  -4.58
H  -3.16  -0.29  -3.66
H  -0.85  -1.19  -3.83
H  -0.21  0.30  -3.09
H  -0.45  -2.78  -2.12
H  -0.77  -2.35  -0.43
H  0.76  -0.86  0.78
H  2.96  0.21  0.93
H  4.51  0.11  -1.00
H  3.83  -1.00  -3.06
H  1.73  -2.87  -5.31
H  2.59  -1.35  -4.99

***

# 7
Molecular formula: C20H27N5O4
Method: DFT, the ωB97M-V functional and the def2-TZVPD basis

Orbital gap ... 8.627 eV
Energy relative to the best compared isomer or geometry (same formula, charge and spin) ... 143.9 kJ/mol
DFT total energy ... -1353.02949 hartree
Structure (SMILES) ... Cc1c/c(=N\[C@H]2CC[C@@]3(CC2)CN(C(=O)c2conc2C)CCO3)[nH]c(CO)n1

Atoms and positions in Å:
C  0.50  -3.40  -3.87
C  1.63  -3.20  -2.91
C  1.54  -2.33  -1.88
C  2.66  -2.15  -0.96
N  2.87  -1.43  0.06
C  1.98  -0.48  0.69
C  2.51  0.94  0.45
C  1.77  1.97  1.30
C  0.26  1.90  1.10
C  -0.24  0.47  1.32
C  0.48  -0.51  0.39
C  -0.44  2.88  2.03
N  -1.85  3.01  1.68
C  -2.80  2.50  2.51
O  -2.52  1.96  3.57
C  -4.22  2.59  2.09
C  -5.02  3.66  1.88
O  -6.27  3.28  1.63
N  -6.32  1.89  1.67
C  -5.12  1.49  1.95
C  -4.79  0.04  2.07
C  -2.05  3.42  0.30
C  -1.32  2.46  -0.63
O  0.04  2.33  -0.26
N  3.74  -2.98  -1.33
C  3.74  -3.82  -2.39
C  5.02  -4.59  -2.56
O  4.93  -5.45  -3.66
N  2.74  -3.97  -3.19
H  -0.36  -2.78  -3.63
H  0.83  -3.18  -4.88
H  0.19  -4.45  -3.85
H  0.64  -1.77  -1.74
H  2.08  -0.67  1.77
H  3.57  0.96  0.68
H  2.40  1.18  -0.61
H  1.97  1.79  2.36
H  2.11  2.98  1.06
H  -0.05  0.21  2.36
H  -1.32  0.41  1.19
H  0.29  -0.20  -0.64
H  0.08  -1.52  0.52
H  -0.37  2.56  3.07
H  0.03  3.87  1.93
H  -4.85  4.73  1.90
H  -4.04  -0.10  2.85
H  -5.68  -0.53  2.32
H  -4.39  -0.35  1.13
H  -3.11  3.42  0.06
H  -1.66  4.43  0.17
H  -1.82  1.49  -0.63
H  -1.32  2.85  -1.65
H  4.54  -2.89  -0.73
H  5.83  -3.86  -2.69
H  5.22  -5.14  -1.63
H  5.76  -5.92  -3.75

***

# 8
Molecular formula: C20H27N5O4
Method: DFT, the ωB97M-V functional and the def2-TZVPD basis

Orbital gap ... 8.635 eV
Energy relative to the best compared isomer or geometry (same formula, charge and spin) ... 0.0 kJ/mol
DFT total energy ... -1353.08429 hartree
Structure (SMILES) ... COc1cc(CN2CCNC(=O)[C@H]2CC(=O)N(C)Cc2ncc[nH]2)cc(OC)c1

Atoms and positions in Å:
C  6.45  -1.33  -1.30
H  6.72  -2.28  -0.85
O  5.11  -1.11  -0.97
C  4.50  0.03  -1.39
C  5.12  1.01  -2.17
C  4.40  2.13  -2.55
C  3.07  2.28  -2.17
C  2.46  1.31  -1.39
C  3.17  0.19  -1.00
H  2.71  -0.57  -0.40
C  1.03  1.47  -0.94
N  0.31  0.21  -1.05
C  0.07  -0.13  -2.44
H  1.02  -0.04  -2.98
H  -0.67  0.55  -2.91
C  -0.43  -1.56  -2.51
N  -1.64  -1.64  -1.73
C  -1.93  -0.85  -0.69
O  -2.98  -0.98  -0.08
C  -0.91  0.19  -0.26
C  -0.60  -0.11  1.22
H  -0.40  -1.17  1.34
C  -1.75  0.41  2.06
O  -2.16  1.55  1.91
N  -2.28  -0.42  2.99
C  -1.88  -1.79  3.20
H  -2.47  -2.20  4.02
H  -0.83  -1.86  3.47
H  -2.07  -2.40  2.31
C  -3.46  0.02  3.72
C  -4.65  -0.79  3.35
N  -5.52  -1.31  4.18
C  -6.43  -1.95  3.40
C  -6.09  -1.83  2.09
N  -4.96  -1.08  2.06
H  -4.40  -0.85  1.25
H  -6.56  -2.21  1.19
H  -7.26  -2.47  3.85
H  -3.30  -0.06  4.80
H  -3.61  1.07  3.46
H  0.30  0.44  1.51
H  -1.43  1.17  -0.30
H  -2.32  -2.35  -1.96
H  -0.65  -1.85  -3.54
H  0.33  -2.23  -2.10
H  0.54  2.27  -1.53
H  1.02  1.79  0.11
H  2.54  3.17  -2.48
O  4.90  3.15  -3.31
C  6.24  3.08  -3.73
H  6.93  3.05  -2.88
H  6.42  3.99  -4.31
H  6.42  2.21  -4.38
H  6.14  0.89  -2.47
H  7.10  -0.54  -0.90
H  6.59  -1.39  -2.39